18
Properties=species:S:1:pos:R:3 method="wB97M-V/def2-TZVPD" spin_multiplicity=1 e_lumo_ev=-1.069 homo_lumo_gap_ha=0.29567 e_tot_ev=-24692.430 homo_energy_ev=-9.114 charge=0
C 0.79 1.97 2.26
C 0.26 0.62 0.11
C 0.81 -1.39 1.37
C -1.68 0.37 -1.85
C 1.50 2.21 1.09
N 0.10 1.56 3.08
N 0.38 -0.56 0.37
N 2.82 1.82 0.89
O 3.39 2.36 -0.05
O 3.33 0.89 1.51
S -0.60 1.55 -1.01
H -0.08 -1.76 1.78
H 1.56 -1.09 2.15
H 1.38 -2.06 0.84
H -2.09 -0.42 -1.22
H -1.11 -0.11 -2.62
H -2.36 1.02 -2.40
H 1.18 3.12 0.55

---

20
Properties=species:S:1:pos:R:3 method="wB97M-V/def2-TZVPD" spin_multiplicity=1 e_lumo_ev="-0.646 / -0.646" homo_lumo_gap_ha="0.29297 / 0.29301" e_tot_ev=-28787.442 homo_energy_ev="-8.618 / -8.619" charge=0
C -0.26 -2.55 -1.30
C 0.94 -2.11 -1.94
C 0.16 -0.02 0.03
C -1.85 -0.76 1.30
C 1.35 2.72 0.21
N -0.99 -2.06 -0.33
N -0.80 -0.99 0.32
N 0.91 -0.39 -0.98
O 1.94 -2.22 -2.54
O 1.87 0.26 -1.45
O -1.33 2.11 0.44
O 0.25 1.29 2.20
S 0.00 1.66 0.82
H -0.66 -3.43 -1.78
H -1.50 -0.62 2.38
H -2.54 0.17 1.06
H -2.36 -1.65 1.39
H 1.92 2.83 1.00
H 1.94 2.13 -0.62
H 1.01 3.63 -0.21

---

16
Properties=species:S:1:pos:R:3 method="wB97M-V/def2-TZVPD" spin_multiplicity=1 e_lumo_ev=-3.865 homo_lumo_gap_ha=0.29632 e_tot_ev=-19047.810 homo_energy_ev=-11.928 charge=+1
C 0.67 0.62 0.08
C 1.78 -0.13 0.01
N 2.58 -1.13 -0.07
P 3.58 0.27 -0.01
N -0.65 0.19 0.04
C -1.70 1.07 -0.04
C -2.86 0.35 -0.07
N -2.50 -0.96 -0.01
C -1.17 -1.04 0.06
H 0.77 1.69 0.14
H 4.30 0.04 -1.17
H 4.36 -0.11 1.07
H -1.56 2.13 -0.06
H -3.87 0.68 -0.12
H -3.13 -1.74 0.00
H -0.59 -1.94 0.13

---

16
Properties=species:S:1:pos:R:3 method="wB97M-V/def2-TZVPD" spin_multiplicity=1 e_lumo_ev=0.317 homo_lumo_gap_ha=0.28440 e_tot_ev=-20600.831 homo_energy_ev=-7.422 charge=0
C -0.45 -1.94 0.08
C 0.59 -1.15 -0.01
C -1.81 0.03 0.02
C 1.68 0.87 0.28
C 0.30 1.56 -0.08
N -1.71 -1.36 0.04
N 1.67 -0.46 -0.31
N -0.67 0.61 0.22
S -3.33 0.71 -0.09
H -0.41 -3.00 0.26
H 2.53 1.44 -0.08
H 1.72 0.76 1.36
H 0.21 2.45 0.55
H 0.29 1.86 -1.14
H -2.54 -1.91 0.19
H 1.93 -0.47 -1.29

---

17
Properties=species:S:1:pos:R:3 method="wB97M-V/def2-TZVPD" spin_multiplicity=3 e_lumo_ev="-4.168 / -6.449" s2=2.026 homo_lumo_gap_ha="0.20136 / 0.29926" e_tot_ev=-13293.054 homo_energy_ev="-9.648 / -14.592" charge=+1
C 3.02 0.41 -0.03
C 2.09 1.46 0.08
C -0.36 1.62 -0.14
C -1.39 0.45 -0.45
C 1.15 -0.60 -0.24
N 2.36 -0.83 -0.09
N 0.81 0.90 -0.07
N 0.05 -1.46 -0.22
N -1.18 -0.83 0.32
O -0.54 2.75 -0.01
H 4.16 0.42 0.04
H 2.11 2.47 0.02
H -2.30 0.82 -0.24
H -1.29 0.18 -1.50
H 0.09 -2.36 0.14
H -0.98 -0.50 1.36
H -1.97 -1.50 -0.04

---

18
Properties=species:S:1:pos:R:3 method="wB97M-V/def2-TZVPD" spin_multiplicity=1 e_lumo_ev=3.954 homo_lumo_gap_ha=0.26909 e_tot_ev=-15352.611 homo_energy_ev=-3.368 charge=-1
C 0.91 -0.22 -2.79
C 1.36 0.17 -1.55
C 1.75 -1.13 1.34
C -1.92 1.07 1.09
C -0.87 0.00 1.45
N -0.43 -0.51 -2.65
N -0.72 -0.41 -1.44
N 0.29 0.01 -0.75
N 0.33 0.23 0.59
O 1.51 -1.09 2.51
O 2.34 -1.66 0.46
H 1.37 -0.35 -3.72
H 2.26 0.74 -1.32
H -2.47 1.15 1.99
H -1.27 2.04 0.86
H -2.53 0.76 0.14
H -0.48 0.08 2.38
H -1.42 -0.90 1.42

---

17
Properties=species:S:1:pos:R:3 method="wB97M-V/def2-TZVPD" spin_multiplicity=1 e_lumo_ev=-9.685 homo_lumo_gap_ha=0.31604 e_tot_ev=-12727.783 homo_energy_ev=-18.285 charge=+2
C 2.86 -0.48 0.03
C 0.88 -0.95 -0.05
C 0.86 0.45 0.06
C -1.39 -1.16 0.07
C -0.40 1.11 -0.01
N 2.04 -1.49 -0.10
N 2.28 0.71 0.11
N -1.47 0.17 0.09
N -0.75 2.35 -0.08
N -2.20 -2.16 -0.01
H 3.86 -0.77 0.09
H 2.70 1.62 0.04
H -2.44 0.41 0.34
H 0.01 3.00 -0.22
H -1.73 2.51 -0.25
H -1.99 -3.10 0.21
H -3.12 -2.25 -0.32

---

14
Properties=species:S:1:pos:R:3 method="wB97M-V/def2-TZVPD" spin_multiplicity=1 e_lumo_ev=1.035 homo_lumo_gap_ha=0.38037 e_tot_ev=-8834.452 homo_energy_ev=-9.315 charge=0
C 1.70 -0.76 0.43
N 0.68 -1.51 0.30
C -0.43 -0.98 -0.43
C -1.56 -0.33 0.28
C -0.65 0.53 -0.57
C 0.49 1.30 0.04
O 1.80 0.55 0.10
H 2.61 -1.18 0.88
H -0.63 -1.55 -1.33
H -1.49 -0.22 1.36
H -2.55 -0.52 -0.11
H -1.04 0.90 -1.52
H 0.33 1.56 1.09
H 0.72 2.21 -0.53